(1)
C30H49IN15O3 as an isolated structure. Source: OMol25; level of theory: ωB97M-V/def2-TZVPD.

Structure (XYZ):
```
98
Properties=species:S:1:pos:R:3
H 0.0775 1.4602 -6.0921
H -2.1304 -4.5464 1.9530
H 3.5219 3.0918 -10.3062
H 5.4686 -0.7262 1.4594
C -0.9054 2.0910 -2.7301
C -0.7683 1.2695 -7.9924
H -8.3946 -1.2590 -2.5029
H -1.8066 5.2352 6.4928
H 1.8286 2.8348 -10.7636
C 1.5050 -0.3103 2.1969
O 3.6727 0.3388 1.6039
H -4.4595 -1.5070 4.6748
C 5.7461 1.2758 2.1460
H 3.0541 -1.2679 2.6625
C -1.1169 -1.8120 -0.6819
H -0.7259 -3.4921 2.1654
N 1.7753 4.6961 -8.2386
H -3.0677 -2.1413 -1.3611
H 5.7656 2.7129 3.7588
H 4.9281 -2.2302 -1.3554
H -0.0362 0.2300 1.2058
O -0.3360 3.9672 2.0649
H 6.1200 -3.4662 -1.7931
C 0.5233 1.8180 2.4226
H 3.2307 1.4751 -1.5858
N -1.3725 -4.6616 4.9968
H -0.3692 -1.6930 6.2013
C -2.1617 -1.6154 -1.6629
H 4.5626 3.0493 2.5014
N 7.4304 -1.7863 0.5096
C 2.5258 2.8702 -9.9295
H -0.7513 2.9057 -6.7040
N 2.7357 -0.6626 1.9091
C -9.2698 -0.8759 -3.0262
C 2.9102 -0.2768 -2.6808
C 5.9818 -2.4133 -1.5582
C -5.6326 -3.1707 -2.5855
C -0.8172 5.4974 6.1241
H 6.2872 -1.8137 -2.4129
N -5.8791 -2.3774 -1.7954
N 2.3109 -0.2061 6.9373
C -0.1556 3.1870 -2.1467
H -0.4985 -5.2454 2.0254
N -0.7342 0.8617 -9.0636
C -1.2712 -4.5878 3.8561
H 0.2153 1.4324 3.4034
H -10.1665 -1.2021 -2.5039
C 1.3072 -0.7500 7.0505
I -2.3007 2.1053 1.0819
C -1.1475 -4.4633 2.4147
C -4.5469 -3.1922 3.4455
H 6.7498 1.0777 2.4988
H 1.9379 0.4272 -0.9676
N 2.8970 -0.8484 -3.6748
C -5.3467 -4.1784 -3.5917
H -5.3440 -5.1647 -3.1331
C 2.9263 0.4442 -1.4198
C 2.1120 3.8967 -8.9890
H -4.3745 -3.9882 -4.0415
H 0.5073 3.6207 -2.8935
N -1.4767 1.2105 -3.1924
N 0.8365 0.6741 1.5059
H 0.4251 2.8095 -1.3101
C -0.4924 2.7492 1.9020
H -9.2346 0.2113 -3.0250
H -0.7083 6.5799 6.1155
H -6.1095 -4.1450 -4.3670
N -0.2789 -1.9314 0.0960
C -0.7862 1.8188 -6.6494
H 4.9392 -0.4007 3.1081
H 1.4450 2.3647 2.5699
C 4.9656 -0.0114 2.0920
H 3.6327 -0.0186 -0.7374
H -0.6780 -0.8098 7.7066
C -9.2799 -1.3727 -4.3899
C 5.0419 2.2776 3.0819
C 6.7828 -2.0605 -0.3974
C -4.4632 -2.5915 4.7646
H 0.7961 -2.0188 3.0592
N 0.8938 -1.0301 3.2031
H -2.3784 -0.5538 -1.7589
C -0.6604 4.9933 4.7737
N -4.6094 -3.6693 2.4046
H -1.6929 1.5130 -6.1320
H -0.8383 3.9508 -1.7800
H -1.8306 -1.9938 -2.6282
N -9.2871 -1.7759 -5.4632
H 0.1712 -2.3640 7.7439
H -5.3197 -2.8976 5.3611
H -0.0579 5.0611 6.7697
H -3.5495 -2.9214 5.2564
O 5.7075 1.7729 0.8097
C 0.0333 -1.4434 7.1814
H 2.5330 1.9014 -9.4353
N -0.5361 4.5915 3.7023
H 4.3202 1.7722 3.7107
H 6.4108 2.4198 0.7070
H 0.6056 -0.6020 4.0618
```

## Properties
Total charge: +1
Frontier orbital gap (eV): 7.0911
DFT total energy (a.u.): -2516.7378
Lowest unoccupied orbital energy (Eh): -0.1674
Highest occupied orbital energy (eV): -11.65

---

(2)
The molecule C21H23Cl2N3O3. Source: OMol25; level of theory: ωB97M-V/def2-TZVPD.

Structure (XYZ):
```
52
Properties=species:S:1:pos:R:3
C -4.7378 -1.3540 -1.1157
H 4.4706 2.5794 0.9793
C -4.3431 -0.1954 1.2942
O -2.5848 -2.6568 -2.1144
H -4.4948 -2.3592 1.5797
H 3.2067 3.7435 -1.5557
H -0.8366 -3.6135 -0.6204
C 4.2189 -1.4266 1.6133
C 3.8878 3.7917 -0.7095
C -1.9365 1.5202 1.1039
H -5.7275 0.5703 -0.8916
O 2.0568 2.8016 1.7910
C 4.0463 -0.1276 1.1654
H 3.6383 4.6539 -0.0980
H 1.9234 1.5566 -1.0939
C -1.5344 -3.0524 -0.0048
O 4.1119 1.4315 -0.7151
H 4.9021 3.8968 -1.0852
H -3.9549 0.2251 2.2204
H 4.0587 -1.6612 2.6532
C 2.3430 2.4014 0.6825
H -0.1207 2.3306 1.8816
C 4.6211 -0.8298 -1.0538
C 0.1405 1.5503 -0.0941
N 1.5059 1.8411 -0.2151
Cl 4.8085 -4.0383 1.2807
C -0.4967 0.9377 -1.1675
C 4.2505 0.1951 -0.1717
H -5.6974 -1.7463 -0.7630
C -3.8104 -1.6387 1.1114
C 4.7942 -2.1279 -0.6162
N -3.6815 -1.9194 -0.3011
H -5.4345 -0.1880 1.3484
H -4.2810 0.6493 -1.8965
N -3.9559 0.6153 0.1588
C -4.7058 0.1901 -1.0062
H -0.9999 -2.2236 0.4573
H -2.2745 0.1113 -1.9535
C 4.5934 -2.4191 0.7254
C 3.7769 2.5214 0.1303
H -1.9344 -3.7033 0.7686
C -2.6313 -2.5297 -0.9056
H -2.4940 1.7764 1.9914
C -2.5870 0.8911 0.0379
H 5.0805 -2.8994 -1.3121
H -2.8361 -1.7226 1.5902
C -1.8367 0.6135 -1.1063
H 3.7428 0.6279 1.8716
C -0.5979 1.8447 1.0474
H 0.0648 0.6955 -2.0590
Cl 4.8568 -0.4448 -2.7167
H -4.5742 -1.6859 -2.1413
```

## Properties
Total charge: 0
SMILES string: CC(=O)N1CCN(c2ccc(NC(=O)[C@H](C)Oc3ccc(Cl)cc3Cl)cc2)CC1
Frontier orbital gap (eV): 8.2633
DFT total energy (a.u.): -2124.4438
Lowest unoccupied orbital energy (Eh): 0.0213
Highest occupied orbital energy (eV): -7.68
Energy relative to the best compared isomer or geometry (same formula, charge and spin) (kJ/mol): 0.0

---

(3)
C7H12O2 as an isolated structure. Source: OMol25; level of theory: ωB97M-V/def2-TZVPD.

Structure (XYZ):
```
21
Properties=species:S:1:pos:R:3
H 1.8139 3.1777 -0.8509
H 0.0507 1.0242 1.6207
C -0.7547 -1.6460 2.5170
H -2.1895 -0.9674 2.7461
H -2.0371 -0.6857 -1.7295
O 1.1334 -1.0018 0.6845
C -0.1950 0.0634 0.7656
H 0.0119 -0.9923 3.3825
H 2.2137 1.5615 -1.0321
C 1.4995 2.0862 -0.4959
C -0.3088 0.4066 -0.7474
H 1.3930 0.1264 -2.4215
O 0.2244 1.7777 -0.8561
H -1.6119 0.9849 -2.8755
C -0.2326 -1.3464 1.2707
H -1.2154 -2.0666 0.5142
C -1.2986 0.1274 -2.0768
H 0.1942 -1.3906 -1.8059
H -0.7717 -3.1131 2.7327
H 1.8883 2.2132 0.6218
C 0.1924 -0.3393 -1.9642
```

## Properties
Total charge: 0
Frontier orbital gap (eV): 9.6020
DFT total energy (a.u.): -423.9235
Lowest unoccupied orbital energy (Eh): 0.0086
Highest occupied orbital energy (eV): -9.37
Energy relative to the best compared isomer or geometry (same formula, charge and spin) (kJ/mol): 1240.7

---

| no. | strongest force on any atom (eV/Å) |
| --- | --- |
| 1 | 8.2 |
| 2 | 0.6 |
| 3 | 8.4 |